# 1
Density functional theory data (ωB97M-V/def2-TZVPD) for a molecular structure, C38H40N2NiOP2S at a distorted geometry.

Positions of all 85 atoms, in Å:
Ni  7.47582  13.53808  12.96126
C  5.33656  14.34619  10.70595
C  4.86840  12.92673  11.15379
P  6.07502  12.15483  12.33870
C  6.42945  10.60474  11.37374
C  7.74571  10.30828  10.84272
C  7.82479  9.17677  10.01706
C  6.79274  8.24506  9.88729
C  5.59200  8.45956  10.54095
C  5.38054  9.62793  11.23117
C  5.18068  11.66456  13.81463
C  5.32342  10.36189  14.30148
C  4.80429  9.98783  15.56082
C  4.06201  10.90221  16.25022
C  4.01560  12.23375  15.86486
C  4.53908  12.65288  14.66664
P  7.17540  14.51366  11.04892
C  7.26246  16.26779  10.83895
C  7.71588  16.93686  9.73778
C  7.97430  18.31838  9.72732
C  7.50315  19.10902  10.76630
C  6.98948  18.41497  11.90334
C  6.86038  17.03224  11.94897
C  8.15911  13.89165  9.72999
C  7.45051  13.07327  8.81138
C  8.04960  12.75939  7.61016
C  9.36795  13.08884  7.34078
C  10.07363  13.92222  8.25009
C  9.45136  14.30826  9.42464
H  4.95524  15.11753  11.38415
H  5.16097  14.57128  9.66223
H  4.78736  12.22746  10.30913
H  3.91670  13.07272  11.63824
H  8.59231  10.92014  11.06540
H  8.76295  8.95190  9.51726
H  6.97093  7.34408  9.27437
H  4.74966  7.76707  10.44178
H  4.42503  9.88075  11.71212
H  5.87737  9.62215  13.75074
H  5.06802  8.97032  15.88617
H  3.63925  10.62817  17.20052
H  3.50705  13.01508  16.45575
H  4.48187  13.70417  14.35652
H  8.01148  16.45637  8.79431
H  8.51979  18.78011  8.92343
H  7.63558  20.20394  10.73392
H  6.74671  18.92742  12.84689
H  6.51740  16.51468  12.86364
H  6.56110  12.56119  9.07587
H  7.44393  12.17219  6.86961
H  9.89016  12.74374  6.46726
H  11.00939  14.30267  7.97810
H  9.91608  15.07588  10.06607
C  11.24809  15.73100  16.02363
C  10.30532  14.67637  15.60469
C  10.18732  13.32130  15.99275
C  9.28463  12.71734  15.08689
N  8.79105  13.69624  14.25286
N  9.51582  14.87713  14.51439
C  8.94138  11.29947  14.76342
H  10.68006  16.44695  16.61034
H  11.76238  16.13061  15.11467
H  12.05418  15.32451  16.72695
H  10.71428  12.75645  16.68826
H  9.39183  15.78272  14.05824
H  7.86390  11.09608  14.95585
H  9.52600  10.70390  15.47362
H  9.34384  11.07628  13.79280
C  13.50569  12.88219  11.56982
S  12.02444  12.15690  10.79445
O  11.09197  12.17382  11.97841
C  12.28720  10.39425  10.58004
C  12.29408  9.56118  11.75147
C  12.43912  8.20582  11.55411
C  12.40578  7.62506  10.28969
C  12.41826  8.43415  9.20305
C  12.37392  9.82066  9.29138
H  13.26785  13.41154  12.44802
H  13.95349  13.57625  10.84926
H  14.19982  12.03164  11.75848
H  12.13038  10.04015  12.69283
H  12.51396  7.57887  12.41980
H  12.44892  6.51020  10.18986
H  12.66719  8.01225  8.21790
H  12.21612  10.46441  8.42846

Results
- Net charge: +2
- Spin multiplicity: 3
- Strongest force on any atom: 3.29 eV/Å
- DFT total energy: -115520.9432 eV
- Orbital gap (spin up / spin down): 5.997 / 3.374 eV

The net atomic charges from Löwdin, expressed in e, are: 0.115, -0.292, -0.320, 0.921, -0.311, -0.072, -0.089, -0.069, -0.077, -0.096, -0.355, -0.118, -0.060, -0.077, -0.083, -0.077, 0.923, -0.397, -0.089, -0.065, -0.048, -0.068, -0.122, -0.363, -0.074, -0.064, -0.050, -0.083, -0.138, 0.084, 0.093, 0.077, 0.081, 0.069, 0.094, 0.122, 0.123, 0.121, 0.093, 0.123, 0.112, 0.124, 0.107, 0.117, 0.107, 0.120, 0.112, 0.101, 0.083, 0.137, 0.105, 0.088, 0.122, -0.024, -0.290, 0.046, -0.289, -0.061, 0.073, -0.016, 0.088, 0.099, 0.117, 0.096, 0.168, 0.085, 0.091, 0.053, -0.136, 1.122, -0.328, -0.350, -0.039, -0.038, -0.032, -0.066, -0.046, 0.053, 0.075, 0.095, 0.108, 0.121, 0.151, 0.137, 0.120

# 2
Density functional theory data (ωB97M-V/def2-TZVPD) for a molecular structure, C38H40N5NaO3S6Sb2 at a distorted geometry.

Positions of all 95 atoms, in Å:
Na  0.13670  0.63870  -0.03030
C  -5.06700  1.78950  -1.57020
N  -3.98330  1.73310  -0.62670
C  -4.30640  2.10530  0.73350
C  -2.70340  1.41040  -0.91730
O  -1.78760  1.61200  -0.15890
C  -2.41790  0.72290  -2.25940
O  -1.20270  0.08330  -2.02260
C  -0.58670  -0.52030  -3.11330
C  0.80820  -0.87430  -2.58810
O  1.11980  -0.52780  -1.46870
N  1.63660  -1.56020  -3.39200
C  2.91260  -1.99100  -2.85240
C  1.37830  -1.94920  -4.75240
H  -5.66150  2.68110  -1.35650
H  -5.72650  0.91870  -1.49140
H  -4.69720  1.86420  -2.59090
H  -4.66670  3.13270  0.77550
H  -3.41020  2.02440  1.34580
H  -5.07590  1.44170  1.12870
H  -2.32060  1.46890  -3.06780
H  -3.20180  -0.00400  -2.52110
H  -0.51680  0.18090  -3.96290
H  -1.12660  -1.42860  -3.42970
H  2.81570  -2.13620  -1.77180
H  3.68430  -1.24140  -3.03700
H  3.19300  -2.93420  -3.31680
H  0.53250  -1.41250  -5.16880
H  1.17390  -3.02340  -4.81220
H  2.26070  -1.72790  -5.35940
N  2.67890  4.10710  1.25350
C  2.25200  4.54020  2.48920
C  2.70760  5.76340  2.99150
C  2.27520  6.21570  4.22190
C  1.34840  5.48370  4.94930
C  0.89500  4.27020  4.46140
C  1.36850  3.78320  3.26000
S  0.85440  2.16310  2.62340
N  0.96610  2.50590  1.00390
C  1.94250  3.18800  0.49340
C  2.31660  3.06820  -0.88560
C  3.54470  3.57700  -1.38170
C  3.83350  3.49250  -2.71830
C  2.90050  2.89810  -3.57490
C  1.74190  2.39790  -2.99430
N  1.43590  2.47250  -1.72330
H  3.20190  4.78990  0.72470
H  3.39950  6.35660  2.40150
H  2.64880  7.15520  4.60920
H  0.97480  5.85110  5.89390
H  0.17930  3.68850  5.02140
H  4.28590  3.99230  -0.71410
H  4.77610  3.86750  -3.10220
H  3.07700  2.82450  -4.63840
H  0.99700  1.91290  -3.61460
S  1.48720  1.22040  4.88610
Sb  -0.71790  0.26600  4.64480
S  -1.09180  2.29180  2.88530
S  -0.49840  -1.14320  1.64010
S  -1.84100  1.18550  6.42970
S  2.37900  -2.97950  0.42790
Sb  0.10650  -3.28410  0.73770
C  -1.59620  -3.17520  -0.70810
C  -2.67900  -2.37380  -0.38480
C  -3.77600  -2.27770  -1.22110
C  -3.80220  -2.97140  -2.41960
C  -2.72130  -3.76790  -2.75920
C  -1.63700  -3.87810  -1.90140
C  0.43750  -5.41740  0.03090
C  0.18280  -6.50980  0.84670
C  0.57620  -7.78920  0.49250
C  1.23040  -8.00510  -0.70720
C  1.50650  -6.92770  -1.53190
C  1.12540  -5.65450  -1.15250
C  -0.78360  -4.00670  2.58760
C  -0.07300  -3.86220  3.76950
C  -0.69190  -4.01950  4.99720
C  -2.04340  -4.31870  5.05770
C  -2.76300  -4.45910  3.88390
C  -2.13620  -4.30130  2.65940
H  -2.65200  -1.80730  0.53590
H  -4.61840  -1.65770  -0.93760
H  -4.65820  -2.89460  -3.08370
H  -2.73030  -4.31980  -3.69390
H  -0.82220  -4.53800  -2.16520
H  -0.32300  -6.35100  1.79300
H  0.37950  -8.62870  1.15170
H  1.53940  -9.00510  -0.99110
H  2.03020  -7.09230  -2.46790
H  1.39640  -4.80910  -1.77630
H  0.97450  -3.59250  3.72440
H  -0.13230  -3.86870  5.91250
H  -2.53740  -4.42350  6.01620
H  -3.82670  -4.66280  3.92090
H  -2.71420  -4.40100  1.74770

Results
- Net charge: -2
- Energy above the lowest of the compared OMol25 structures with the same formula, charge and spin: 103.33 kcal/mol
- Spin multiplicity: 1
- Strongest force on any atom: 2.66 eV/Å
- DFT total energy: -136151.7015 eV
- Orbital gap: 3.690 eV

The net atomic charges from Löwdin, expressed in e, are: -0.057, -0.060, -0.144, -0.025, -0.393, 0.023, -0.106, -0.142, -0.114, -0.421, 0.005, -0.134, -0.065, -0.057, 0.085, 0.087, 0.082, 0.088, 0.045, 0.096, 0.137, 0.118, 0.121, 0.131, -0.041, 0.088, 0.085, 0.074, 0.094, 0.087, 0.105, -0.244, -0.048, -0.110, -0.085, -0.144, -0.389, 0.401, -0.207, -0.319, -0.168, -0.018, -0.080, -0.059, -0.141, 0.159, 0.115, 0.099, 0.092, 0.099, 0.063, 0.103, 0.102, 0.093, 0.101, -0.162, 0.264, 0.193, 0.032, -0.487, -0.060, 0.845, -0.288, -0.167, -0.121, -0.132, -0.125, -0.126, -0.342, -0.126, -0.123, -0.142, -0.124, -0.205, -0.398, -0.151, -0.109, -0.119, -0.113, -0.144, 0.031, 0.091, 0.086, 0.088, 0.073, 0.080, 0.086, 0.080, 0.084, 0.065, 0.099, 0.096, 0.087, 0.087, 0.091